DFT (wB97M-V/def2-TZVPD) results for a 2-piece molecular cluster, C24H21N2O overall at a distorted geometry.

Last column: natural (NBO) charge in e.
Element x y z (Å)
C: -0.55848 1.99335 4.98813  -0.640
C: -0.45152 1.16963 3.75046  0.026
C: 0.73555 1.13758 3.01038  -0.204
C: 0.81612 0.38087 1.86062  -0.220
C: -0.29647 -0.36688 1.45159  0.069
C: -0.10876 -1.17138 0.16790  -0.476
C: -1.24578 -2.26385 -0.13110  -0.021
C: -0.89417 -3.61895 -0.10653  -0.212
C: -1.87863 -4.61183 -0.16342  -0.195
C: -3.22628 -4.24498 -0.20308  -0.181
C: -3.58118 -2.89791 -0.11868  -0.215
C: -2.59247 -1.90576 -0.16376  -0.163
C: -1.43657 -0.44204 2.23198  -0.223
C: -1.52224 0.37817 3.34653  -0.174
H: -1.59789 2.26633 5.17871  0.228
H: -0.19580 1.48193 5.88766  0.237
H: 0.02561 2.90846 4.88546  0.226
H: 1.61177 1.68911 3.32766  0.226
H: 1.73592 0.35728 1.25975  0.201
H: 0.70313 -1.88461 0.41165  0.299
H: 0.15930 -3.88417 0.02577  0.215
H: -1.57907 -5.65719 -0.13349  0.236
H: -4.00002 -5.00865 -0.23933  0.235
H: -4.61820 -2.59404 0.01274  0.234
H: -2.87198 -0.84857 -0.07851  0.228
H: -2.22621 -1.14964 1.97093  0.234
H: -2.44623 0.35143 3.90413  0.223
O: -0.78808 1.64642 -0.46749  -0.465
C: 0.23624 1.10359 -0.92129  0.452
C: 1.24242 1.98421 -1.62208  -0.113
C: 2.17929 1.41909 -2.50077  0.006
C: 3.01848 2.25901 -3.24054  -0.206
C: 2.99565 3.63809 -3.06493  -0.141
C: 2.08243 4.20616 -2.16065  -0.206
C: 1.21046 3.38451 -1.44622  -0.156
C: 2.16524 -0.05108 -2.77865  -0.432
C: 1.56038 -0.91798 -1.63137  -0.573
C: 0.47747 -0.34177 -0.85547  0.537
N: -1.11408 -0.36213 -2.82994  -0.040
N: -2.02591 -1.01282 -2.79977  0.102
H: 3.67573 1.79211 -3.97121  0.225
H: 3.69982 4.25791 -3.61968  0.236
H: 2.05174 5.28909 -2.03758  0.238
H: 0.43859 3.83066 -0.81295  0.245
H: 1.56611 -0.26197 -3.68548  0.246
H: 3.20055 -0.39374 -2.95989  0.247
H: 1.29520 -1.91419 -2.02152  0.292
H: 2.37285 -1.11887 -0.90667  0.313

The net charge is +1. The calculation puts the gap between HOMO and LUMO at 5.36 eV. Its LUMO energy is -6.5 eV. The relative energy (zero: lowest compared OMol25 entry of this formula, charge and spin) is 264.51 kJ/mol. The calculation puts the maximum force at 4.66 eV Å⁻¹.



DFT (wB97M-V/def2-TZVPD) results for C24H21N4O3SSeTi as an isolated structure at a distorted geometry.

Last column: Mulliken spin population.
Element x y z (Å)
Ti: -0.40493 0.18568 -0.36268  0.964
Se: -1.17896 7.13852 0.59532  0.009
N: 0.21065 6.12333 0.08901  0.011
C: -0.27256 4.96075 -0.23894  0.006
C: 0.55322 3.86606 -0.76865  0.044
C: 1.88909 4.01176 -1.07638  0.003
C: 2.59566 2.93751 -1.61813  0.043
C: 1.94381 1.73671 -1.79240  0.021
N: 0.64544 1.57811 -1.49854  0.027
C: -0.06294 2.62771 -1.02627  -0.049
C: -1.50901 2.44143 -0.85046  0.033
N: -2.02175 1.23078 -1.15342  0.019
C: -3.36348 1.07073 -1.13908  0.047
C: -4.21904 2.07994 -0.78552  -0.002
C: -3.69218 3.31598 -0.39199  0.047
C: -2.33016 3.50259 -0.41831  0.009
C: -1.69141 4.78163 -0.06921  0.000
N: -2.35666 5.79881 0.39397  -0.007
H: 2.36855 4.96667 -0.90432  -0.001
H: 3.63897 3.02809 -1.88134  0.003
H: 2.44949 0.84959 -2.15199  0.000
H: -3.71934 0.08850 -1.41879  0.003
H: -5.28579 1.91051 -0.80367  0.001
H: -4.33677 4.12940 -0.08731  0.000
C: 3.13664 -0.24801 1.85508  0.016
C: 2.08755 -0.58990 0.85168  0.323
O: 0.98180 0.13311 0.92741  0.040
C: 2.22026 -1.67243 -0.07324  0.014
C: 3.41086 -2.44883 -0.06247  0.164
C: 3.60878 -3.49856 -0.93039  -0.085
C: 2.62553 -3.84074 -1.86076  0.165
C: 1.44145 -3.12169 -1.89952  -0.075
C: 1.24742 -2.06845 -1.02398  0.142
O: 0.05947 -1.38810 -1.11331  -0.025
H: 2.80157 0.59562 2.45290  0.005
H: 4.08361 0.02438 1.37973  0.011
H: 3.35564 -1.08514 2.52423  0.011
H: 4.18941 -2.20699 0.64767  0.018
H: 4.53653 -4.05283 -0.88961  -0.003
H: 2.78476 -4.65558 -2.55369  0.012
H: 0.66053 -3.35922 -2.60895  -0.002
O: -1.73070 -0.25145 1.20103  0.014
S: -2.29715 -1.44535 1.97216  0.009
C: -2.76305 -2.69767 0.76065  0.008
C: -2.14592 -4.00469 1.25011  0.001
C: -0.73116 -3.63797 1.69361  0.004
C: -0.88266 -2.40285 2.57931  0.003
H: -2.28863 -2.38382 -0.17341  -0.002
H: -3.84513 -2.68895 0.65216  0.000
H: -2.17143 -4.75024 0.45644  0.000
H: -2.71447 -4.40788 2.09152  0.000
H: -0.10562 -3.40816 0.82995  0.002
H: -0.24599 -4.44511 2.24057  0.000
H: -0.04662 -1.70249 2.56633  -0.001
H: -1.11318 -2.65083 3.61585  -0.001

The net charge is +1. Its expectation value of S² is 2.040. The calculation puts the gap between HOMO and LUMO (spin up / spin down) at 4.65 / 7.25 eV. Its LUMO energy (spin up / spin down) is -3.6 / -3.8 eV. The relative energy (zero: lowest compared OMol25 entry of this formula, charge and spin) is 101.13 kJ/mol. As for the spin multiplicity: 3. The calculation puts the maximum force at 1.18 eV Å⁻¹.